No. 1
Formula: C16H16ClN3O6S
Source: OMol25
Level of theory: the ωB97M-V functional and the def2-TZVPD basis

HOMO-LUMO gap	8.92	eV
SMILES	CN(C)S(=O)(=O)c1ccc(Cl)c(NC(=O)COc2ccccc2[N+](=O)[O-])c1

Geometry as ORCA input:
```
! RIJCOSX wB97M-V def2-TZVPD def2/J DEFGRID3
* xyz 0 1
C -0.391 2.792 -2.385
N -1.054 1.665 -3.006
C -1.155 1.743 -4.447
S -0.532 0.189 -2.412
O 0.855 0.212 -2.024
O -0.944 -0.844 -3.317
C -1.474 -0.003 -0.894
C -2.480 0.860 -0.511
C -3.088 0.686 0.720
C -2.684 -0.349 1.550
Cl -3.439 -0.556 3.085
C -1.682 -1.237 1.152
N -1.282 -2.306 1.985
C -0.576 -2.234 3.137
O -0.376 -3.204 3.831
C -0.011 -0.854 3.489
O 0.466 -0.113 2.388
C 1.543 -0.557 1.707
C 2.213 -1.749 1.983
C 3.325 -2.123 1.252
C 3.814 -1.318 0.233
C 3.175 -0.130 -0.048
C 2.048 0.252 0.671
N 1.425 1.483 0.305
O 0.247 1.647 0.566
O 2.108 2.315 -0.253
C -1.090 -1.057 -0.091
H 0.660 2.865 -2.684
H -0.438 2.671 -1.306
H -0.912 3.706 -2.667
H -1.876 2.518 -4.710
H -0.192 1.971 -4.916
H -1.507 0.779 -4.804
H -2.773 1.665 -1.163
H -3.868 1.355 1.048
H -1.577 -3.238 1.717
H -0.810 -0.241 3.916
H 0.767 -0.993 4.250
H 1.864 -2.400 2.768
H 3.813 -3.057 1.484
H 4.679 -1.620 -0.334
H 3.509 0.521 -0.841
H -0.300 -1.713 -0.425
*
```

No. 2
Formula: C16H16CrN2O8P2S2
Source: OMol25
Level of theory: the ωB97M-V functional and the def2-TZVPD basis

HOMO-LUMO gap (spin up / spin down)	5.09 / 6.17	eV
relative energy (zero: lowest compared OMol25 entry of this formula, charge and spin)	8.36	kcal/mol
expectation value of S²	6.03

Geometry as ORCA input:
```
! RIJCOSX wB97M-V def2-TZVPD def2/J DEFGRID3
* xyz -2 5
Cr -0.496 0.041 -0.244
C -0.734 -2.881 -1.963
C 0.455 -2.030 -1.637
N 0.382 -0.774 -1.981
N 1.591 -0.114 -2.294
C 1.667 1.122 -1.961
S 0.619 2.054 -0.938
S 3.074 1.983 -2.715
C 2.142 3.001 -3.892
C 2.617 4.431 -3.847
C 2.038 5.323 -2.948
C 2.478 6.638 -2.879
C 3.508 7.078 -3.704
C 4.096 6.193 -4.596
C 3.648 4.877 -4.665
C 1.541 -2.514 -0.773
C 2.177 -3.738 -0.942
C 3.153 -4.189 -0.065
C 3.470 -3.381 1.032
C 2.824 -2.182 1.253
C 1.822 -1.701 0.371
O 1.186 -0.612 0.641
H -0.581 -3.369 -2.934
H -1.622 -2.252 -2.043
H -0.910 -3.647 -1.208
H 1.102 2.937 -3.574
H 2.231 2.589 -4.897
H 1.255 4.962 -2.289
H 2.016 7.319 -2.174
H 3.852 8.104 -3.647
H 4.903 6.523 -5.239
H 4.109 4.183 -5.361
H 1.905 -4.341 -1.804
H 3.654 -5.135 -0.230
H 4.229 -3.708 1.738
H 3.043 -1.576 2.124
O -3.056 2.362 0.428
P -3.472 1.063 -0.414
O -4.756 1.300 -1.094
O -2.262 0.525 -1.175
O -3.679 -0.049 0.802
P -2.371 -0.581 1.585
O -3.051 -1.133 2.940
O -1.687 -1.649 0.783
O -1.474 0.593 1.884
H -2.370 2.111 1.080
H -3.921 -1.496 2.735
*
```

No. 3
Formula: C16H16F3N2O6S3
Source: OMol25
Level of theory: the ωB97M-V functional and the def2-TZVPD basis

HOMO-LUMO gap	4.76	eV
relative energy (zero: lowest compared OMol25 entry of this formula, charge and spin)	0.24	kcal/mol

Geometry as ORCA input:
```
! RIJCOSX wB97M-V def2-TZVPD def2/J DEFGRID3
* xyz -1 1
C -0.796 -3.581 -5.475
C -0.292 -2.253 -5.175
C -1.013 -1.017 -5.406
N 1.024 -2.192 -4.904
O 1.575 -1.085 -4.657
O 1.665 -3.279 -4.917
H -1.887 -3.590 -5.448
H -0.504 -3.911 -6.482
H -0.398 -4.321 -4.776
H -2.089 -1.213 -5.424
H -0.804 -0.260 -4.646
H -0.771 -0.562 -6.377
F 1.788 -2.093 0.482
C 1.135 -1.237 1.312
F 1.136 -1.753 2.565
F 1.809 -0.054 1.349
S -0.555 -1.045 0.591
N -1.084 0.175 1.648
S -1.797 -0.321 3.240
C -0.593 0.288 4.430
C -0.155 -0.583 5.425
C 0.711 -0.108 6.406
C 1.131 1.225 6.384
C 0.682 2.093 5.384
C -0.227 1.630 4.432
O -2.998 0.463 3.361
O -1.808 -1.759 3.255
S -1.548 1.685 0.852
C -0.354 1.746 -0.472
C 0.678 2.687 -0.427
C 1.650 2.683 -1.433
C 1.568 1.757 -2.474
C 0.495 0.868 -2.544
C -0.530 0.948 -1.609
O -2.865 1.532 0.295
O -1.253 2.750 1.779
H -0.498 -1.613 5.407
H 1.050 -0.782 7.195
H 1.824 1.589 7.145
H 1.017 3.128 5.356
H -0.624 2.312 3.694
H 0.701 3.415 0.381
H 2.465 3.415 -1.399
H 2.343 1.697 -3.234
H 0.467 0.114 -3.331
H -1.468 0.412 -1.758
*
```

| no. | total energy (eV) |
| --- | --- |
| 1 | -56961.371 |
| 2 | -104892.556 |
| 3 | -72771.350 |